# 1
Entry from the OMol25 dataset: a single C2H2N2O2 molecule at a distorted geometry (ωB97M-V/def2-TZVPD).

Each line ends with the Mulliken charge.
Element x y z (Å)
N (-2.8160, 0.5024, 0.0354)  -0.290
C (-1.7480, 0.0935, -0.0252)  0.178
C (-0.3996, -0.4612, 0.0349)  0.577
O (-0.1205, -1.6405, -0.0026)  -0.544
N (0.5171, 0.5121, 0.1947)  -0.180
O (1.8652, 0.2063, -0.2103)  -0.393
H (0.6957, 1.4638, -0.2143)  0.319
H (2.0062, -0.6764, 0.1874)  0.334

Output
* electronic energy: -337.3107 hartree
* total charge: 0
* structure (SMILES): N#CC(=O)NO

---

# 2
Entry from the OMol25 dataset: 2 unconnected molecules or ions with the total composition C4H11NS at a distorted geometry (ωB97M-V/def2-TZVPD).

Each line ends with the Mulliken charge.
Element x y z (Å)
C (-2.2205, 2.4541, -2.9105)  -0.259
N (-3.3622, 2.6245, -3.4644)  -0.381
C (-4.4490, 2.8472, -2.5224)  -0.774
H (-1.3359, 2.2498, -3.4961)  0.267
H (-2.3232, 2.3202, -1.8370)  0.248
H (-4.1717, 3.4526, -1.6627)  0.314
H (-4.8362, 1.8631, -2.2085)  0.309
H (-5.3493, 3.2386, -3.0017)  0.277
C (2.7210, -0.5736, 2.6457)  -0.776
S (1.7889, -1.9703, 2.0837)  -0.060
C (3.0538, -3.0309, 1.3803)  -0.900
H (3.6658, -0.4474, 2.1246)  0.274
H (2.9624, -0.7188, 3.7030)  0.255
H (2.1322, 0.3404, 2.6010)  0.291
H (2.6009, -3.9824, 1.0838)  0.294
H (3.3295, -2.6570, 0.3850)  0.298
H (3.9680, -3.3161, 1.9038)  0.324

Output
* electronic energy: -611.8771 hartree
* total charge: 0
* structure (SMILES): C=NC.CSC

---

# 3
Entry from the OMol25 dataset: a single C11H10N4O2S2 molecule at a distorted geometry (ωB97M-V/def2-TZVPD).

Each line ends with the Mulliken charge.
Element x y z (Å)
C (-0.1256, -2.0405, -5.5020)  -1.105
C (0.8739, -2.4779, -4.4439)  -0.183
C (0.5995, -1.7675, -3.1269)  0.269
N (1.5031, -1.0785, -2.5464)  -0.774
N (1.1031, -0.4688, -1.4345)  -0.007
C (-0.1299, -0.6638, -1.1104)  0.291
N (-0.7108, -0.2776, 0.1027)  -0.453
C (-0.2250, 0.6699, 0.8746)  0.226
N (0.7900, 1.5049, 0.4747)  -0.321
S (1.4478, 2.2516, 1.8502)  1.110
O (1.5575, 3.6901, 1.6426)  -0.621
O (2.7587, 1.6135, 2.1185)  -0.626
C (0.1379, 1.7553, 2.9773)  0.209
C (-0.0734, 2.0672, 4.3057)  -0.625
C (-1.1414, 1.4999, 4.9705)  -0.341
C (-2.0350, 0.6305, 4.3057)  -0.703
C (-1.7762, 0.3174, 2.9641)  -0.063
C (-0.7028, 0.8828, 2.2613)  0.227
S (-0.9516, -1.7417, -2.2416)  -0.156
H (-0.1492, -0.9462, -5.5997)  0.328
H (0.1723, -2.4872, -6.4677)  0.329
H (-1.1417, -2.4112, -5.2783)  0.321
H (1.8541, -2.2364, -4.7933)  0.271
H (0.8077, -3.5192, -4.2986)  0.276
H (1.4882, 1.0753, -0.0758)  0.451
H (0.6260, 2.7444, 4.7705)  0.430
H (-1.3316, 1.6994, 5.9958)  0.420
H (-2.8621, 0.1668, 4.8586)  0.368
H (-2.3635, -0.4523, 2.4465)  0.452

Output
* electronic energy: -1591.0118 hartree
* total charge: 0
* structure (SMILES): CCc1nnc(/N=C2\NS(=O)(=O)c3ccccc32)s1

---

# 4
Entry from the OMol25 dataset: a molecular structure, C2H2Cl6Cr2O8S2 at a distorted geometry (ωB97M-V/def2-TZVPD).

Each line ends with the Mulliken charge.
Element x y z (Å)
Cr (3.1233, 0.7536, -0.3932)  1.107
Cr (1.3578, -1.0586, 2.2859)  0.947
S (0.5096, 0.6441, 0.3595)  1.844
O (1.4225, 1.8169, 0.1159)  -0.797
O (-0.5032, 0.5786, -0.6372)  -0.431
O (1.5725, -0.4632, 0.2143)  -0.842
O (0.0516, 0.4305, 1.7565)  -0.624
S (3.9669, -0.8678, 1.9957)  1.541
O (5.1773, -0.9473, 2.7356)  -0.558
O (3.0157, 0.1893, 2.4968)  -0.754
O (4.2355, -0.5654, 0.5414)  -0.722
O (3.0982, -2.1033, 2.1426)  -0.662
C (-1.5535, -0.6123, -3.2391)  0.691
Cl (0.0534, -1.3213, -3.1143)  -0.142
Cl (-2.6819, -1.6993, -4.0304)  -0.136
Cl (-1.4794, 0.9551, -4.0812)  -0.147
H (-1.8964, -0.4113, -2.2340)  -0.295
C (-3.8397, 1.0139, 0.5535)  0.220
Cl (-3.6446, -0.6303, -0.0606)  -0.138
Cl (-3.3988, 1.0762, 2.2707)  -0.133
Cl (-5.4642, 1.5915, 0.2940)  -0.127
H (-3.1223, 1.6306, 0.0275)  0.161

Output
* electronic energy: -6325.8716 hartree
* spin multiplicity: 9
* total charge: 0

---

# 5
Entry from the OMol25 dataset: 2 unconnected molecules or ions with the total composition C4H11NO at a distorted geometry (ωB97M-V/def2-TZVPD).

Each line ends with the Mulliken charge.
Element x y z (Å)
C (0.1269, 1.3087, -2.0034)  -0.202
N (0.4513, 1.5764, -0.7744)  -0.509
C (0.9312, 0.6439, 0.2801)  -0.258
C (0.0636, -0.5194, 0.2940)  0.249
C (0.7531, -1.8810, 0.5547)  -1.529
H (0.0136, 0.3123, -2.6022)  0.221
H (0.0591, 2.1528, -2.6944)  0.284
H (1.9372, 0.3246, 0.0508)  0.329
H (1.1133, 1.2677, 1.2198)  0.223
H (-0.7536, -0.4971, 1.0585)  -0.159
H (-0.4227, -0.5123, -0.6898)  0.125
H (0.0249, -2.6941, 0.7784)  0.382
H (1.2355, -2.2630, -0.3226)  0.376
H (1.4252, -1.8735, 1.3662)  0.374
O (-2.6617, 0.7464, 1.1571)  -0.630
H (-1.9080, 0.4801, 1.7213)  0.418
H (-2.3891, 1.4276, 0.6061)  0.305

Output
* electronic energy: -288.9197 hartree
* total charge: 0
* structure (SMILES): C=NCCC.O

---

# 6
Entry from the OMol25 dataset: 8 unconnected molecules or ions with the total composition C20H53N2O14 at a distorted geometry (ωB97M-V/def2-TZVPD).

Each line ends with the Mulliken charge.
Element x y z (Å)
C (2.7172, 0.8339, 0.9106)  -0.387
C (1.5556, 1.8434, 0.8750)  -0.041
N (0.3144, 1.3129, 0.3542)  0.547
C (-0.2910, 1.5325, -0.8747)  -0.988
C (-1.3230, 0.6734, -0.9891)  -0.490
N (-1.4052, -0.0296, 0.2056)  0.443
C (-0.4335, 0.4119, 0.9913)  -0.639
C (-2.3479, -1.1044, 0.4477)  -0.398
H (3.0249, 0.7421, -0.1327)  -0.024
H (2.3854, -0.1715, 1.1840)  -0.068
H (3.5091, 1.1134, 1.5966)  0.545
H (1.8416, 2.6278, 0.1733)  -0.320
H (1.4556, 2.3216, 1.8472)  0.338
H (0.1725, 2.2046, -1.5780)  0.649
H (-2.0361, 0.5081, -1.7801)  0.511
H (-0.1871, -0.0248, 1.9472)  0.770
H (-3.3053, -0.6283, 0.6621)  0.123
H (-2.0505, -1.6698, 1.3255)  -0.133
H (-2.4837, -1.7227, -0.4366)  0.406
C (-1.8873, -1.9552, -3.9200)  0.467
C (-1.8365, -0.6690, -4.7384)  -0.651
O (-0.8734, 0.2524, -4.3165)  -0.472
O (-0.6284, -2.6023, -4.0179)  -0.556
H (-2.7581, -2.5886, -4.0971)  0.340
H (-1.9801, -1.5812, -2.8890)  -0.414
H (-2.8291, -0.2172, -4.6573)  0.327
H (-1.7597, -0.8853, -5.8102)  0.355
H (-0.0004, -0.1477, -4.3929)  0.329
H (-0.3761, -2.9783, -3.1694)  0.325
C (1.0999, -2.3454, 4.5029)  -0.352
C (-0.2438, -3.0333, 4.3610)  -0.506
O (-0.7930, -2.8022, 3.0474)  -0.526
O (2.0788, -2.8831, 3.6400)  -0.576
H (1.4077, -2.4880, 5.5389)  0.425
H (0.9865, -1.2762, 4.2960)  0.147
H (-0.9277, -2.6329, 5.1135)  0.337
H (-0.1335, -4.1086, 4.5076)  0.403
H (-0.5767, -3.5804, 2.5288)  0.259
H (1.8307, -2.8633, 2.7026)  0.352
C (2.0072, -2.6920, -1.5259)  -0.362
C (2.4039, -2.8394, -0.0589)  -0.554
O (1.2774, -2.6653, 0.7913)  -0.209
O (1.0447, -3.6965, -1.8482)  -0.588
H (2.8568, -2.8740, -2.1902)  0.520
H (1.7125, -1.6595, -1.7373)  0.053
H (3.1707, -2.1020, 0.1652)  0.332
H (2.7841, -3.8571, 0.0509)  0.293
H (0.5711, -3.2024, 0.4061)  0.226
H (1.4225, -4.3161, -2.4763)  0.322
C (-5.9915, -0.7807, -0.3061)  -0.203
C (-5.2073, 0.0019, -1.3494)  -0.662
O (-4.4589, -0.7694, -2.2560)  -0.349
O (-6.7228, 0.1488, 0.4593)  -0.534
H (-5.2683, -1.3828, 0.2639)  0.140
H (-6.6582, -1.5326, -0.7385)  0.416
H (-4.5671, 0.7566, -0.8869)  0.234
H (-5.9449, 0.6234, -1.8764)  0.510
H (-5.0508, -1.2327, -2.8569)  0.280
H (-7.4824, -0.2922, 0.8488)  0.323
C (-4.3884, -0.3764, 4.4418)  -0.166
C (-2.9876, 0.1892, 4.5617)  -0.545
O (-2.1773, -0.3677, 3.5240)  -0.208
O (-4.4009, -1.7289, 4.9603)  -0.548
H (-4.6781, -0.4247, 3.3921)  0.029
H (-5.1119, 0.1904, 5.0344)  0.355
H (-2.5114, 0.0533, 5.5351)  0.337
H (-3.0155, 1.2746, 4.4461)  0.336
H (-2.0754, -1.3137, 3.6979)  0.087
H (-4.7958, -2.2814, 4.2835)  0.324
C (2.1063, 5.2032, -1.3296)  -0.287
C (2.9475, 6.0828, -2.2801)  -0.612
O (4.2301, 5.4847, -2.5109)  -0.515
O (1.3429, 4.1827, -1.9711)  -0.482
H (1.4331, 5.8574, -0.7775)  0.379
H (2.8155, 4.7503, -0.6307)  0.166
H (3.0391, 7.0620, -1.8167)  0.350
H (2.5257, 6.2080, -3.2821)  0.309
H (4.1137, 4.7241, -3.0859)  0.312
H (1.9466, 3.7598, -2.5955)  0.307
C (6.0612, 1.6514, -0.4662)  -0.743
C (5.0655, 2.2882, -1.4525)  0.324
O (4.7726, 1.3940, -2.5224)  -0.529
O (7.2602, 1.2387, -1.1154)  -0.529
H (5.6342, 0.8250, 0.1078)  0.307
H (6.4248, 2.4307, 0.2059)  0.393
H (5.4930, 3.1851, -1.8945)  0.401
H (4.2154, 2.5938, -0.8273)  -0.218
H (4.6886, 0.5268, -2.1077)  0.297
H (7.2152, 0.3120, -1.3623)  0.325

Output
* electronic energy: -1956.3659 hartree
* total charge: +1

---

# 7
Entry from the OMol25 dataset: a single C4H5NO2 molecule (ωB97M-V/def2-TZVPD).

Each line ends with the Mulliken charge.
Element x y z (Å)
C (-1.7918, -0.6685, 0.1051)  -1.165
C (-0.3883, -0.1987, 0.0271)  0.200
C (0.2454, 1.0114, -0.0002)  0.427
O (0.1379, 2.2976, 0.0222)  -0.785
N (1.6125, 0.7425, -0.0935)  -0.271
C (1.7851, -0.5474, -0.1216)  0.047
O (0.6288, -1.1723, -0.0535)  -0.331
H (-2.0877, -1.2332, -0.7873)  0.287
H (-1.9674, -1.2998, 0.9843)  0.292
H (-2.4397, 0.2093, 0.1819)  0.299
H (1.5646, 1.9774, -0.0765)  0.573
H (2.7006, -1.1183, -0.1879)  0.426

Output
* electronic energy: -360.5620 hartree
* total charge: 0

---

# 8
Entry from the OMol25 dataset: a single C5H8O2 molecule (ωB97M-V/def2-TZVPD).

Each line ends with the Mulliken charge.
Element x y z (Å)
O (-2.5565, -1.9069, 0.5155)  -0.408
C (-2.3409, -0.7796, 0.2858)  0.600
C (-2.0378, 0.4752, 0.0227)  -0.732
C (-0.5743, 0.8636, -0.1207)  -0.215
C (0.2529, -0.4080, 0.0875)  -0.517
C (1.7367, -0.4276, -0.2235)  -0.859
O (2.5114, 0.4167, 0.6054)  -0.518
H (-2.8617, 1.1735, -0.0637)  0.341
H (-0.3157, 1.6317, 0.6205)  0.263
H (-0.3927, 1.3043, -1.1121)  0.289
H (0.1160, -0.7272, 1.1281)  0.370
H (-0.1860, -1.1859, -0.5506)  0.391
H (2.0770, -1.4544, -0.0413)  0.313
H (1.9076, -0.2178, -1.2897)  0.376
H (2.6640, 1.2423, 0.1361)  0.307

Output
* electronic energy: -345.7497 hartree
* total charge: 0
* structure (SMILES): O=C=CCCCO

---

Look up the total charge of the fourth one.
0

---

Which formula does entry 4 have?
C2H2Cl6Cr2O8S2